[1]
ORCA calculation (wB97M-V/def2-TZVPD) on a structure of composition C53H53ClIN2O3P2PbSSi2 in a non-equilibrium geometry.

The geometry in XYZ format:
```
119
Properties=species:S:1:pos:R:3:lowdin_charge:R:1
Pb 1.76 0.72 0.97 1.25
Cl 0.13 4.49 7.25 0.65
C 0.02 3.57 5.78 -0.63
C -1.22 3.34 5.23 -0.20
C -1.34 2.59 4.08 -0.59
I -3.26 2.18 3.31 0.95
C -0.25 2.06 3.36 -0.49
O -0.40 1.39 2.30 -0.31
C 1.05 2.31 3.96 -0.14
N 2.12 1.79 3.36 0.03
C 3.30 1.87 3.92 -0.18
C 3.52 2.58 5.11 -0.04
C 2.46 3.19 5.72 -0.03
C 1.17 3.05 5.18 -0.18
H -2.10 3.75 5.71 0.09
H 4.12 1.36 3.43 0.05
H 4.52 2.64 5.53 0.10
H 2.59 3.76 6.64 0.08
C 2.66 -1.43 -3.87 -0.18
Si 3.06 -1.04 -2.05 0.49
C 4.71 -1.91 -1.58 -0.19
C 1.73 -2.08 -1.14 -0.20
C 2.94 0.76 -1.49 -0.44
C 4.05 1.29 -0.72 -0.53
C 5.41 1.17 -1.04 -0.05
C 6.36 1.86 -0.33 -0.06
C 5.95 2.69 0.72 -0.07
C 4.61 2.72 1.03 -0.17
N 3.70 2.04 0.35 -0.07
Si 2.29 2.19 -2.55 0.51
C 0.73 3.06 -1.87 -0.18
C 1.88 1.78 -4.37 -0.18
C 3.62 3.58 -2.67 -0.17
H 2.77 -2.49 -4.07 0.02
H 3.27 -0.89 -4.58 0.01
H 1.62 -1.18 -4.07 0.00
H 4.56 -2.98 -1.50 0.03
H 5.04 -1.56 -0.60 -0.02
H 5.51 -1.73 -2.28 0.01
H 1.38 -2.90 -1.76 0.02
H 0.86 -1.48 -0.89 -0.03
H 2.11 -2.51 -0.22 0.00
H 5.69 0.56 -1.89 0.10
H 7.40 1.78 -0.58 0.10
H 6.67 3.27 1.28 0.09
H 4.24 3.29 1.87 0.10
H -0.05 2.32 -1.72 -0.04
H 0.34 3.81 -2.55 0.04
H 0.91 3.54 -0.92 0.03
H 1.09 1.05 -4.44 -0.01
H 2.74 1.38 -4.91 0.02
H 1.56 2.67 -4.90 0.02
H 3.84 3.98 -1.69 0.02
H 3.30 4.41 -3.30 0.02
H 4.55 3.20 -3.08 0.02
O 3.14 -6.85 4.87 0.09
C 2.15 -6.02 4.43 -0.49
O 1.01 -6.39 4.51 0.09
C 2.57 -4.73 3.87 -0.16
C 3.86 -4.19 3.99 -0.04
C 4.18 -3.00 3.41 -0.13
C 3.23 -2.28 2.66 -0.66
S 3.76 -0.83 1.87 0.58
C 1.93 -2.79 2.57 -0.11
C 1.61 -3.98 3.18 -0.01
H 4.01 -6.47 4.69 0.08
H 4.62 -4.69 4.58 0.11
H 5.17 -2.58 3.51 0.09
H 1.18 -2.22 2.03 0.09
H 0.61 -4.39 3.12 0.12
C -2.87 -0.36 0.31 -0.51
P -1.47 0.50 -0.59 1.04
C -2.32 2.11 -0.87 -0.41
C -2.02 3.10 0.06 -0.16
C -2.62 4.34 -0.01 -0.09
C -3.50 4.62 -1.04 -0.09
C -3.79 3.64 -1.98 -0.09
C -3.21 2.39 -1.90 -0.13
C -1.52 -0.36 -2.21 -0.36
C -1.39 0.29 -3.43 -0.11
C -1.28 -0.44 -4.60 -0.10
C -1.25 -1.82 -4.57 -0.10
C -1.33 -2.48 -3.36 -0.10
C -1.46 -1.75 -2.19 -0.15
P -4.64 0.00 -0.17 1.06
C -4.75 -0.87 -1.79 -0.40
C -4.42 -2.21 -1.96 -0.12
C -4.53 -2.80 -3.21 -0.09
C -4.95 -2.05 -4.30 -0.09
C -5.30 -0.73 -4.13 -0.08
C -5.21 -0.14 -2.88 -0.12
C -5.44 -1.32 0.84 -0.39
C -6.54 -2.00 0.32 -0.11
C -7.18 -2.98 1.06 -0.09
C -6.76 -3.27 2.34 -0.10
C -5.70 -2.56 2.89 -0.09
C -5.05 -1.59 2.15 -0.10
H -2.76 0.00 1.33 -0.04
H -2.69 -1.44 0.32 0.04
H -1.31 2.87 0.84 0.07
H -2.40 5.09 0.73 0.10
H -3.96 5.60 -1.12 0.10
H -4.47 3.86 -2.79 0.10
H -3.43 1.64 -2.64 0.07
H -1.36 1.37 -3.47 0.10
H -1.19 0.09 -5.54 0.10
H -1.15 -2.38 -5.49 0.10
H -1.29 -3.56 -3.33 0.11
H -1.51 -2.28 -1.25 0.10
H -4.10 -2.81 -1.12 0.12
H -4.27 -3.84 -3.34 0.11
H -5.02 -2.51 -5.27 0.10
H -5.64 -0.14 -4.97 0.10
H -5.51 0.88 -2.73 0.09
H -6.88 -1.78 -0.68 0.10
H -8.00 -3.52 0.62 0.10
H -7.25 -4.03 2.92 0.10
H -5.37 -2.77 3.89 0.10
H -4.24 -1.03 2.59 0.07
```

Properties
Net charge: -1
Energy above the lowest of the compared OMol25 structures with the same formula, charge and spin: 15.4 kcal/mol
Highest occupied orbital energy: -4.39 eV
HOMO-LUMO gap: 6.59 eV
LUMO level: 2.197 eV

[2]
ORCA calculation (wB97M-V/def2-TZVPD) on a structure of composition C53H53MgN5P3Se2.

The geometry in XYZ format:
```
117
Properties=species:S:1:pos:R:3:lowdin_charge:R:1
Mg 0.92 0.92 -0.86 0.51
C 4.36 0.86 -3.74 -0.05
C 5.48 0.35 -2.90 -0.28
C 6.70 0.02 -3.47 -0.03
C 7.74 -0.47 -2.70 -0.07
C 7.57 -0.62 -1.33 -0.08
C 6.37 -0.28 -0.74 -0.08
C 5.32 0.21 -1.51 -0.31
P 3.71 0.70 -0.78 1.09
C 3.99 0.12 0.97 -0.34
C 3.63 -1.23 1.07 -0.16
C 3.68 -1.93 2.26 -0.07
C 4.12 -1.29 3.40 -0.08
C 4.49 0.04 3.32 -0.07
C 4.43 0.77 2.13 -0.28
C 4.86 2.21 2.19 -0.03
C 3.91 2.51 -0.84 -0.35
C 5.18 3.06 -0.73 -0.12
C 5.38 4.43 -0.75 -0.08
C 4.28 5.26 -0.89 -0.07
C 3.02 4.72 -1.05 -0.05
C 2.80 3.34 -1.08 -0.35
C 1.45 2.85 -1.47 -0.22
H 4.57 0.71 -4.80 0.09
H 4.20 1.92 -3.57 0.09
H 3.43 0.33 -3.49 0.07
H 6.84 0.13 -4.53 0.11
H 8.68 -0.73 -3.16 0.11
H 8.38 -1.00 -0.72 0.11
H 6.25 -0.41 0.32 0.10
H 3.31 -1.74 0.17 0.03
H 3.40 -2.97 2.29 0.11
H 4.19 -1.82 4.34 0.11
H 4.88 0.53 4.20 0.11
H 4.94 2.54 3.23 0.08
H 4.19 2.87 1.66 0.07
H 5.84 2.32 1.74 0.09
H 6.04 2.41 -0.62 0.10
H 6.37 4.84 -0.68 0.11
H 4.41 6.33 -0.91 0.11
H 2.18 5.38 -1.21 0.11
H 1.46 2.78 -2.56 0.05
H 0.71 3.62 -1.24 0.04
Se -4.93 -3.04 -1.29 0.43
P -4.83 -0.95 -1.04 0.55
C -5.64 -0.10 -2.42 -0.36
C -6.89 0.50 -2.27 -0.07
C -7.50 1.05 -3.38 -0.07
C -6.89 0.99 -4.62 -0.07
C -5.66 0.36 -4.77 -0.07
C -5.04 -0.19 -3.66 -0.09
C -5.60 -0.31 0.48 -0.35
C -5.61 1.05 0.74 -0.10
C -6.25 1.52 1.88 -0.08
C -6.87 0.64 2.75 -0.08
C -6.85 -0.72 2.49 -0.08
C -6.22 -1.20 1.36 -0.11
C -3.18 -0.21 -1.01 -0.40
C -1.86 -0.68 -1.04 -0.41
N -1.07 0.41 -0.95 -0.14
N -1.84 1.47 -0.88 -0.04
N -3.09 1.13 -0.92 0.02
P -1.06 -2.28 -0.96 0.62
Se 1.02 -2.08 -1.26 0.44
C -1.74 -3.42 -2.19 -0.43
C -1.98 -4.75 -1.87 -0.12
C -2.40 -5.61 -2.87 -0.07
C -2.57 -5.15 -4.16 -0.06
C -2.31 -3.82 -4.48 -0.07
C -1.88 -2.95 -3.49 -0.11
C -1.41 -2.87 0.74 -0.35
C -2.60 -2.55 1.38 -0.10
C -2.79 -2.91 2.70 -0.06
C -1.80 -3.59 3.39 -0.08
C -0.62 -3.93 2.74 -0.08
C -0.42 -3.55 1.43 -0.12
H -7.36 0.53 -1.31 0.11
H -8.47 1.52 -3.28 0.11
H -7.37 1.43 -5.48 0.11
H -5.19 0.30 -5.74 0.11
H -4.09 -0.70 -3.76 0.10
H -5.12 1.73 0.06 0.09
H -6.26 2.58 2.08 0.10
H -7.38 1.02 3.62 0.10
H -7.33 -1.41 3.17 0.11
H -6.21 -2.26 1.13 0.06
H -1.87 -5.09 -0.85 0.11
H -2.60 -6.64 -2.63 0.11
H -2.90 -5.82 -4.94 0.11
H -2.45 -3.46 -5.48 0.11
H -1.65 -1.92 -3.72 0.11
H -3.39 -2.03 0.85 0.03
H -3.72 -2.65 3.19 0.11
H -1.96 -3.88 4.42 0.11
H 0.15 -4.48 3.27 0.11
H 0.51 -3.78 0.92 0.07
C 1.51 1.97 3.58 -0.04
C 1.40 2.11 2.04 -0.13
N 0.27 1.34 1.56 -0.18
C -0.96 1.95 2.01 -0.13
C -0.92 2.12 3.55 -0.05
N 0.25 1.34 4.05 -0.08
C 0.17 -0.06 3.56 -0.04
C 0.36 -0.03 2.03 -0.13
H 1.64 2.93 4.07 0.14
H 2.34 1.32 3.86 0.12
H 2.29 1.73 1.56 0.08
H 1.26 3.15 1.74 0.15
H -1.80 1.32 1.72 0.12
H -1.08 2.91 1.50 0.14
H -1.83 1.75 4.02 0.14
H -0.79 3.17 3.84 0.14
H 0.23 1.34 5.07 0.20
H -0.80 -0.47 3.85 0.14
H 0.95 -0.65 4.04 0.14
H -0.41 -0.63 1.55 0.10
H 1.33 -0.44 1.74 0.11
```

Properties
Net charge: +1
Highest occupied orbital energy: -9.67 eV
HOMO-LUMO gap: 6.90 eV
LUMO level: -2.773 eV

[3]
ORCA calculation (wB97M-V/def2-TZVPD) on a cluster of 7 separate species, C53H55F2N2O26S in total in a non-equilibrium geometry.

The geometry in XYZ format:
```
139
Properties=species:S:1:pos:R:3:lowdin_charge:R:1
C 0.62 0.32 3.79 -0.05
C 1.19 1.54 2.86 -0.16
N 0.68 1.42 1.47 0.05
C -0.71 1.31 0.97 -0.13
O -1.82 1.35 1.87 -0.08
C -1.92 2.62 2.57 -0.11
C -1.73 3.93 1.67 -0.32
C -2.83 4.12 0.52 -0.04
O -1.87 5.07 2.59 -0.10
C -0.81 1.16 -0.56 -0.01
C -2.12 1.01 -1.48 -0.11
C -3.21 0.14 -0.68 -0.14
C -4.43 1.01 -0.09 -0.14
F -5.43 0.10 0.47 -0.10
N 0.61 1.22 -0.98 0.01
C 1.04 1.16 -2.41 -0.16
C 2.19 2.21 -2.81 -0.22
C 2.08 2.54 -4.41 -0.50
S 1.66 1.00 -5.41 0.66
C 1.42 1.38 0.20 -0.07
C 3.03 1.53 0.31 -0.08
C 3.28 3.08 0.78 -0.16
C 4.30 3.87 -0.16 -0.14
F 4.28 5.27 0.27 -0.11
H 0.01 0.81 4.63 0.09
H 0.00 -0.40 3.14 0.09
H 1.48 -0.27 4.28 0.09
H 0.96 2.57 3.34 0.14
H 2.34 1.44 2.92 0.12
H -2.98 2.65 3.02 0.16
H -1.19 2.66 3.46 0.12
H -0.70 4.05 1.19 0.15
H -2.50 3.65 -0.49 0.08
H -3.87 3.81 0.85 0.09
H -2.89 5.26 0.29 0.11
H -2.72 5.54 2.41 0.10
H -1.78 0.38 -2.39 0.13
H -2.49 2.02 -1.88 0.11
H -2.70 -0.38 0.19 0.12
H -3.68 -0.60 -1.43 0.14
H -4.90 1.71 -0.86 0.14
H -4.08 1.66 0.78 0.09
H 0.12 1.43 -3.06 0.12
H 1.35 0.07 -2.67 0.11
H 2.08 3.18 -2.20 0.11
H 3.25 1.75 -2.69 0.11
H 3.15 2.82 -4.74 0.09
H 1.35 3.40 -4.62 0.06
H 2.65 0.04 -5.24 -0.13
H 3.42 0.80 1.12 0.13
H 3.57 1.28 -0.66 0.10
H 3.56 3.06 1.89 0.12
H 2.26 3.65 0.70 0.12
H 3.88 3.87 -1.22 0.10
H 5.37 3.47 -0.08 0.14
C 4.14 -3.29 -0.14 0.09
C 2.92 -2.85 -0.45 -0.22
C 2.50 -2.68 -1.87 -0.31
O 1.37 -2.29 -2.12 0.08
C 3.48 -2.97 -2.92 0.07
C 4.70 -3.41 -2.61 -0.24
C 5.11 -3.61 -1.19 -0.32
O 6.23 -4.02 -0.94 0.12
O 5.62 -3.69 -3.57 0.11
O 2.01 -2.54 0.51 0.08
H 4.46 -3.42 0.89 0.14
H 3.17 -2.83 -3.95 0.14
H 6.42 -3.98 -3.10 0.12
H 1.21 -2.26 0.03 0.11
C 6.21 -8.93 -2.77 0.09
C 5.59 -7.79 -2.45 -0.21
C 4.35 -7.35 -3.16 -0.30
O 3.80 -6.31 -2.83 0.10
C 3.85 -8.19 -4.25 0.06
C 4.47 -9.33 -4.57 -0.23
C 5.69 -9.78 -3.84 -0.31
O 6.22 -10.83 -4.15 0.12
O 4.01 -10.11 -5.58 0.10
O 6.06 -6.98 -1.45 0.09
H 7.10 -9.26 -2.26 0.14
H 2.96 -7.85 -4.77 0.14
H 4.63 -10.87 -5.62 0.12
H 5.44 -6.23 -1.41 0.08
C -0.31 7.15 7.52 0.08
C -0.92 8.28 7.87 -0.22
C -2.16 8.74 7.18 -0.31
O -2.70 9.78 7.53 0.12
C -2.68 7.92 6.08 0.08
C -2.07 6.79 5.73 -0.21
C -0.85 6.32 6.44 -0.31
O -0.32 5.26 6.10 0.10
O -2.53 6.02 4.70 0.05
O -0.44 9.06 8.87 0.10
H 0.58 6.80 8.02 0.14
H -3.57 8.28 5.57 0.14
H -1.92 5.26 4.65 0.09
H -1.05 9.82 8.93 0.12
C 1.07 7.43 -3.33 0.08
C 0.44 8.56 -3.00 -0.22
C -0.79 9.00 -3.71 -0.31
O -1.35 10.03 -3.37 0.13
C -1.29 8.16 -4.80 0.08
C -0.66 7.03 -5.13 -0.22
C 0.56 6.58 -4.40 -0.30
O 1.10 5.53 -4.72 0.07
O -1.11 6.24 -6.15 0.10
O 0.91 9.36 -2.00 0.11
H 1.96 7.10 -2.82 0.13
H -2.18 8.50 -5.32 0.14
H -0.49 5.49 -6.19 0.11
H 0.28 10.11 -1.96 0.12
C -6.77 -2.06 4.94 0.08
C -7.56 -1.61 5.92 -0.22
C -8.01 -0.19 5.96 -0.31
O -8.74 0.18 6.86 0.12
C -7.54 0.71 4.91 0.08
C -6.75 0.26 3.93 -0.22
C -6.32 -1.16 3.87 -0.31
O -5.61 -1.54 2.96 0.11
O -6.30 1.09 2.94 0.07
O -7.98 -2.44 6.92 0.10
H -6.43 -3.09 4.90 0.14
H -7.86 1.74 4.96 0.14
H -5.75 0.53 2.36 0.07
H -8.54 -1.88 7.50 0.12
C -0.85 -11.83 -1.58 0.08
C 0.46 -11.58 -1.65 -0.22
C 1.05 -10.81 -2.78 -0.30
O 2.25 -10.58 -2.81 0.11
C 0.14 -10.35 -3.84 0.08
C -1.16 -10.60 -3.78 -0.22
C -1.75 -11.35 -2.63 -0.31
O -2.96 -11.54 -2.59 0.12
O -2.02 -10.18 -4.75 0.10
O 1.32 -12.02 -0.69 0.10
H -1.28 -12.39 -0.76 0.14
H 0.58 -9.80 -4.67 0.13
H -2.90 -10.48 -4.47 0.12
H 2.21 -11.71 -0.96 0.12
```

Properties
Net charge: +1
Energy above the lowest of the compared OMol25 structures with the same formula, charge and spin: 150.4 kcal/mol
Highest occupied orbital energy: -11.04 eV
HOMO-LUMO gap: 7.19 eV
LUMO level: -3.850 eV

[4]
ORCA calculation (wB97M-V/def2-TZVPD) on a structure of composition C53H56Cl2Ge2O2RhSb2 in a non-equilibrium geometry.

The geometry in XYZ format:
```
118
Properties=species:S:1:pos:R:3:mulliken_spin:R:1
Rh -0.48 -0.84 0.72 1.01
Cl -2.39 -0.61 2.46 0.07
C 4.58 1.71 5.57 0.82
Cl 3.77 1.69 6.99 0.14
H 4.84 2.65 5.11 0.02
H 5.17 0.89 5.34 0.03
C -4.23 -1.44 -1.00 0.03
Sb -2.09 -1.61 -1.27 0.10
C -1.87 -3.67 -1.51 0.04
C -1.99 -1.03 -3.34 0.06
C -0.81 -1.62 -3.99 -0.03
C -1.00 -2.67 -4.88 0.00
C 0.03 -3.32 -5.51 0.00
C 1.31 -2.86 -5.35 0.00
C 1.57 -1.81 -4.51 0.00
C 0.52 -1.16 -3.81 0.01
C 0.82 0.00 -2.88 0.00
Sb 1.52 -0.48 -0.88 -0.02
C 2.66 1.30 -0.68 0.03
C 3.00 -1.93 -1.43 0.06
H -4.67 -2.42 -1.38 0.00
H -4.65 -0.67 -1.62 0.00
H -4.43 -1.25 0.07 0.00
H -2.50 -4.14 -2.27 0.00
H -2.13 -4.11 -0.54 0.01
H -0.83 -3.88 -1.62 -0.02
H -2.03 0.07 -3.34 -0.01
H -2.96 -1.32 -3.81 0.01
H -2.03 -3.02 -5.13 0.00
H -0.19 -4.10 -6.25 0.00
H 2.08 -3.38 -5.93 0.00
H 2.59 -1.46 -4.41 0.00
H 0.03 0.71 -2.75 0.01
H 1.68 0.55 -3.32 0.00
H 2.54 1.87 0.24 0.00
H 2.35 1.86 -1.53 0.00
H 3.73 1.15 -0.87 0.00
H 4.01 -1.53 -1.65 0.00
H 2.62 -2.38 -2.33 0.01
H 3.05 -2.69 -0.65 -0.02
O 0.67 0.83 2.02 0.04
C -0.02 1.66 1.42 -0.04
O -0.63 1.38 0.34 0.04
C -0.18 2.97 2.14 -0.01
C -0.36 4.23 1.27 0.01
Ge -1.90 4.25 -0.06 -0.01
C -1.37 3.71 -1.92 0.00
C -2.38 3.41 -2.85 0.00
C -2.04 3.10 -4.17 0.00
C -0.72 3.11 -4.58 0.00
C 0.28 3.34 -3.64 0.00
C -0.04 3.68 -2.34 0.00
C -2.25 6.13 -0.43 0.00
C -3.24 6.89 0.21 0.00
C -3.48 8.20 -0.08 0.00
C -2.70 8.83 -1.01 0.00
C -1.73 8.12 -1.67 0.00
C -1.51 6.79 -1.40 0.00
C -3.59 3.40 0.37 0.00
C -4.79 3.94 -0.12 0.00
C -5.95 3.21 -0.14 0.00
C -6.02 2.00 0.53 0.00
C -4.86 1.44 1.03 0.00
C -3.66 2.12 0.95 0.01
H 0.69 3.02 2.81 0.00
H -1.06 2.82 2.78 0.00
H 0.55 4.45 0.71 0.00
H -0.55 5.09 1.94 0.00
H -3.44 3.42 -2.60 0.00
H -2.88 2.91 -4.85 0.00
H -0.43 2.95 -5.61 0.00
H 1.28 3.33 -4.04 0.00
H 0.83 3.82 -1.65 0.00
H -3.82 6.43 1.00 0.00
H -4.24 8.83 0.33 0.00
H -2.76 9.91 -1.13 0.00
H -1.11 8.61 -2.39 0.00
H -0.75 6.28 -1.97 0.00
H -4.82 4.93 -0.59 0.00
H -6.83 3.67 -0.58 0.00
H -6.99 1.53 0.66 0.00
H -4.89 0.48 1.53 0.00
H -2.73 1.63 1.26 0.00
C 0.10 -2.55 1.06 1.37
Ge 1.57 -3.37 2.05 0.03
C 1.05 -3.49 3.93 0.03
C 1.97 -3.97 4.88 0.01
C 1.61 -4.09 6.21 0.00
C 0.36 -3.66 6.68 0.00
C -0.48 -3.09 5.75 0.01
C -0.12 -2.95 4.41 0.03
C 1.91 -5.14 1.37 -0.06
C 1.59 -5.34 0.03 -0.04
C 1.81 -6.60 -0.56 0.02
C 2.30 -7.62 0.18 0.00
C 2.45 -7.48 1.56 0.00
C 2.28 -6.21 2.13 0.00
C 3.32 -2.42 1.99 0.09
C 4.53 -3.01 1.61 0.01
C 5.67 -2.23 1.39 0.00
C 5.57 -0.86 1.47 0.02
C 4.37 -0.26 1.86 0.01
C 3.29 -1.02 2.19 -0.08
H 2.93 -4.31 4.57 0.00
H 2.37 -4.42 6.87 0.00
H 0.15 -3.65 7.76 0.00
H -1.43 -2.60 6.09 0.00
H -0.80 -2.56 3.67 -0.03
H 1.05 -4.58 -0.50 0.12
H 1.64 -6.77 -1.59 0.00
H 2.60 -8.53 -0.35 0.00
H 2.84 -8.28 2.19 0.00
H 2.40 -6.05 3.20 0.00
H 4.61 -4.05 1.45 0.00
H 6.62 -2.70 1.15 0.00
H 6.51 -0.34 1.32 0.00
H 4.20 0.78 1.97 0.02
H 2.42 -0.49 2.49 0.01
```

Properties
Net charge: -1
Multiplicity: 5
Energy above the lowest of the compared OMol25 structures with the same formula, charge and spin: 0.0 kcal/mol
Highest occupied orbital energy (alpha / beta): -3.63 / -5.63 eV
HOMO-LUMO gap (alpha / beta): 5.98 / 7.55 eV
LUMO level (alpha / beta): 2.355 / 1.926 eV